# 1
DFT (ωB97M-V/def2-TZVPD) results for the molecule C17H14N2O5S.

Output
Gap between HOMO and LUMO = 7.18 eV
Lowest unoccupied orbital energy = -0.0479 Ha
HOMO energy = -8.5 eV
SMILES = CCc1cccc2c(C(=O)COC(=O)c3ccc([N+](=O)[O-])s3)c[nH]c12

Last column: Mulliken charge in e.
Element x y z (Å)
C1 1.5218 -0.7775 4.0819  -0.47
C2 -0.7918 -0.5938 -4.3517  -0.01
H1 -2.9786 0.5938 1.7802  0.33
C3 -1.5408 -0.6117 -2.0490  0.37
O1 0.2078 -0.2061 -6.3252  -0.59
C4 -1.2986 -0.5590 2.5009  0.78
C5 1.8946 1.2555 2.8114  0.07
H2 3.1671 -1.3294 5.3161  0.39
C6 -0.0990 0.3192 -3.5893  -0.23
C7 2.7854 -0.6123 4.6050  -0.83
C8 -0.5340 0.3046 -2.2636  -0.60
H3 1.5404 2.8769 1.4943  0.24
S1 -1.9740 -1.4830 -3.4659  -0.05
O2 -1.3400 -1.7081 -6.2165  -0.60
C9 -0.0131 1.4751 1.6796  -1.05
N1 1.1993 2.0248 1.9081  0.01
H4 4.5786 0.5535 4.6735  0.41
H5 3.9373 2.8189 1.8991  0.34
N2 -0.6280 -0.8542 -5.7310  1.01
H6 -0.1352 0.9230 -1.4811  0.43
C10 -0.1575 0.3244 2.4283  0.32
H7 -3.0931 -1.1631 1.4622  0.47
H8 4.2354 4.6974 3.4946  0.34
O3 -3.0273 -1.8300 -0.6791  -0.63
O4 -1.4229 -1.4520 3.3100  -0.63
C11 3.6230 3.8431 3.7739  -1.03
H9 2.5779 4.0940 3.6042  0.33
C12 -2.4212 -0.2993 1.4791  -0.92
H10 -0.7140 1.9397 1.0132  0.65
C13 3.1759 1.4249 3.3341  0.46
H11 3.7552 3.6550 4.8366  0.31
H12 5.0746 2.3752 3.1725  0.42
H13 0.6738 0.9502 -3.9893  0.49
C14 -2.2420 -0.9251 -0.7930  0.45
H14 0.8911 -1.6051 4.3616  0.56
C15 1.0677 0.1711 3.1701  0.29
C16 3.5935 0.4658 4.2387  -0.63
O5 -1.8964 -0.0679 0.1740  -0.18
C17 4.0282 2.6066 2.9680  -1.02

# 2
DFT (ωB97M-V/def2-TZVPD) results for the molecule C17H15Cl2N3O5S.

Output
Gap between HOMO and LUMO = 9.40 eV
Lowest unoccupied orbital energy = 0.0104 Ha
HOMO energy = -9.1 eV
SMILES = CN1CC(=O)NC(=O)N1c1cc(Cl)c(Oc2ccc(S(C)(=O)=O)cc2)c(Cl)c1

Last column: Mulliken charge in e.
Element x y z (Å)
H1 -5.7585 3.1224 -0.2904  0.33
O1 6.1825 0.5225 -1.6874  -0.68
H2 -2.8863 0.1644 -1.4037  0.51
C1 -1.3619 -1.2491 -0.9361  0.01
N1 -3.1691 1.4572 0.9492  0.41
H3 1.6381 -0.1390 0.2590  0.39
H4 6.6600 -1.3591 0.5640  0.34
C2 -5.4894 0.8265 0.6531  -1.05
C3 4.3379 -1.4092 -1.2209  -0.02
C4 -0.6092 -1.2714 1.3740  0.10
H5 -3.0050 4.4285 2.4167  0.33
H6 7.2162 -2.6832 -0.5357  0.35
H7 -6.2460 0.7319 -0.1144  0.39
O2 -1.8343 2.5033 2.5876  -0.66
N2 -4.3540 1.6100 0.1688  -0.14
C5 2.6091 -3.1439 -1.1431  -0.78
C6 1.7393 -2.2306 -0.4947  0.47
C7 -2.3112 0.3372 0.6767  -0.54
C8 -4.6841 2.9985 -0.2034  -0.40
H8 -5.1162 -0.1787 0.8794  0.32
H9 2.2809 -4.1322 -1.3960  0.47
H10 8.1211 -1.1504 -0.5014  0.35
C9 -4.2165 4.0594 0.8207  0.27
H11 4.4974 -3.3645 -2.1788  0.44
Cl1 0.3876 -1.8743 2.6518  -0.20
C10 -0.4827 -1.7360 0.0626  0.23
C11 3.5095 -0.5246 -0.5701  -0.96
C12 7.1237 -1.6130 -0.4131  -0.97
H12 3.8021 0.5022 -0.3377  0.42
H13 -5.9448 1.2253 1.5444  0.36
H14 -4.1591 3.1796 -1.1443  0.26
H15 -1.5531 0.0909 2.6938  0.53
O3 0.4634 -2.6726 -0.2728  -0.55
C13 2.2223 -0.9308 -0.2046  0.33
N3 -3.5027 3.6852 1.9326  -0.11
O4 -4.5676 5.2303 0.6971  -0.61
C14 -2.2386 -0.2141 -0.6175  -0.06
S1 6.0368 -0.9370 -1.6822  1.31
C15 -2.8428 2.4974 1.8742  0.46
C16 3.8766 -2.7211 -1.5813  -0.57
C17 -1.5230 -0.2644 1.6820  -0.22
Cl2 -1.3074 -1.8540 -2.5941  -0.20
O5 6.4590 -1.5192 -2.9642  -0.68

# 3
DFT (ωB97M-V/def2-TZVPD) results for the molecule C17H15ClN2O3S.

Output
Gap between HOMO and LUMO = 8.99 eV
Lowest unoccupied orbital energy = 0.0211 Ha
HOMO energy = -8.4 eV
SMILES = COc1ccc(Cl)cc1N1C(=O)C[C@@H](Sc2ccccc2N)C1=O

Last column: Mulliken charge in e.
Element x y z (Å)
O1 0.7383 0.8888 -2.4903  -0.58
Cl1 4.4622 4.5656 -1.9707  -0.23
S1 -1.5899 -0.8883 -1.0643  -0.20
C1 -1.8471 -3.4312 -2.0657  -0.44
C2 -2.5329 -4.5660 0.3620  -0.74
C3 1.5778 4.4659 0.7784  -0.42
N1 1.2863 0.9378 -0.2609  0.37
C4 0.7930 -1.2579 0.3685  -0.77
H1 -1.2768 2.8335 2.8738  0.23
C5 2.7550 2.7093 -1.0250  -0.61
C6 1.7318 2.2819 -0.2008  0.32
H2 0.0389 -1.6262 1.0647  0.28
C7 -2.4306 -5.3512 -0.7675  -0.49
C8 -2.2899 -3.1911 0.3056  0.72
H3 -2.8450 -2.7850 2.2193  0.23
H4 0.2096 3.7697 3.1594  0.40
H5 1.1364 5.1664 1.4683  0.41
H6 -2.6250 -6.4110 -0.6975  0.37
C9 0.2535 -1.0036 -1.0288  0.44
H7 3.2032 2.0238 -1.7258  0.47
C10 -2.0894 -4.7898 -1.9889  -0.64
O2 1.7626 0.3654 1.9106  -0.59
C11 1.3277 0.0826 0.8302  0.53
H8 -0.9962 4.3397 1.9655  0.37
N2 -2.3199 -2.4186 1.4423  -0.46
C12 0.7715 0.3674 -1.4112  -0.26
C13 3.1863 4.0241 -0.9435  0.09
H9 0.5253 -1.7552 -1.7700  0.55
H10 -2.8032 -5.0070 1.3106  0.30
C14 2.6088 4.8968 -0.0388  -0.89
H11 -1.5891 -2.9690 -3.0068  0.47
H12 -2.4237 -1.4262 1.2856  0.21
C15 -1.9345 -2.6422 -0.9326  0.19
H13 -2.0182 -5.4036 -2.8731  0.38
C16 -0.5186 3.4584 2.4052  -0.98
H14 2.9575 5.9151 0.0264  0.42
C17 1.1100 3.1579 0.7041  0.59
O3 0.0791 2.6503 1.4188  -0.31
H15 1.6150 -1.9772 0.3627  0.28

# 4
DFT (ωB97M-V/def2-TZVPD) results for a structure of composition C17H15ClN5O2SW.

Output
Gap between HOMO and LUMO (alpha / beta) = 4.94 / 5.07 eV
Multiplicity = 3
Lowest unoccupied orbital energy (alpha / beta) = -0.4449 / -0.4401 Ha
HOMO energy (alpha / beta) = -17.0 / -17.0 eV
Charge = +3
⟨S²⟩ = 2.01

Last column: Löwdin spin population.
Element x y z (Å)
C1 -3.5639 0.1404 -0.6056  0.00
Cl1 0.9026 2.1686 -0.5824  0.06
C2 4.5627 -1.1022 0.2542  0.00
C3 1.9879 -0.9141 4.0849  0.00
H1 4.8835 -0.9456 -3.5233  0.00
S1 0.4834 -0.5444 4.8197  0.02
H2 -4.7973 5.2525 -2.3738  0.00
C4 5.8972 -1.2605 -1.6598  0.00
H3 6.8515 -1.4263 -2.1406  0.00
C5 2.8513 -0.8375 1.6423  0.01
H4 -3.6081 -2.9539 0.8135  0.00
H5 6.6839 -1.5508 0.3313  0.00
C6 -4.5303 1.0647 -1.3560  0.00
H6 2.6712 -0.5536 -2.5404  0.00
N1 0.6633 -0.2656 2.3182  0.03
O1 -4.3020 4.5215 -1.9993  0.00
H7 -5.1344 -1.2617 -0.2723  0.00
C7 3.4438 -0.8201 -0.5181  0.01
O2 -5.4473 0.5051 -1.9136  0.00
C8 -2.2039 0.3259 -0.5334  0.02
C9 4.7706 -0.9816 -2.4482  0.00
H8 -1.1926 -2.4347 0.9979  0.00
H9 -6.0373 3.3973 -1.7150  0.00
C10 1.9172 -0.6986 2.7527  0.01
H10 4.7271 -1.2611 2.4043  0.00
N2 4.1339 -1.0924 1.5989  0.00
N3 -4.2288 2.3623 -1.3978  0.00
H11 2.8228 -1.2613 4.6766  0.00
W1 0.5471 0.1960 0.2663  1.71
C11 -5.0415 3.3322 -2.1560  0.00
H12 -1.2072 0.1792 3.2243  0.00
C12 -1.8883 -1.7378 0.5486  0.02
C13 -4.0747 -1.0721 -0.1389  0.03
N4 2.3488 -0.6385 0.3864  0.03
C14 -0.1845 -0.1562 3.3324  0.02
C15 5.8190 -1.3314 -0.2799  0.00
H13 -5.0922 2.9989 -3.1926  0.00
N5 -1.3740 -0.5804 0.0599  0.02
H14 -1.7491 1.2093 -0.9731  0.00
C16 -3.2316 -2.0088 0.4458  0.00
C17 3.5184 -0.7557 -1.8981  0.00
H15 -3.5985 2.7929 -0.7400  0.00

Quick rundown of DFT total energy, same order as above: -1540.04319 -2515.80795 -1850.47099 -2005.56495 hartree
Quick rundown of relative energy (zero: lowest compared OMol25 entry of this formula, charge and spin), same order as above: 41.1 0.0 1.4 6.8 kcal per mole